Formula: H9O4
Source: the OMol25 dataset
Level of theory: wB97M-V/def2-TZVPD

Geometry as XYZ:
```
13
Properties=species:S:1:pos:R:3:forces:R:3
O -0.695291 -0.612092 2.518723 -0.464 -0.181 -0.401
H -1.627222 -0.843745 2.459477 -0.195 0.010 0.205
H -0.518413 -0.536953 3.462851 0.274 -0.024 -0.067
O 1.849124 -0.171053 -1.913796 1.345 -0.240 -0.399
H 1.863391 -0.086785 -2.880948 -0.817 0.031 0.183
H 2.795175 -0.375110 -1.791577 -0.312 0.103 0.477
O -1.461483 1.182963 -0.457532 -0.106 -0.449 -0.812
H -1.673982 0.752548 -1.303760 -0.131 0.087 0.285
H -1.768677 2.085237 -0.594646 0.172 0.265 0.314
O 0.436050 -0.402566 0.212057 -1.016 2.216 -0.282
H 1.080175 -0.551608 -0.524237 0.054 -1.065 -0.363
H -0.138688 0.376131 -0.084636 0.159 0.225 0.198
H -0.140157 -0.816965 0.898029 1.038 -0.979 0.662
```
Positions in Å, forces in eV/Å.

Properties
DFT total energy ... -8329.1614 eV
Max |F| ... 2.5 eV Å⁻¹
Net charge ... +1
HOMO level ... -16.34 eV
Kohn-Sham gap ... 13.09 eV
Energy relative to the best compared isomer or geometry (same formula, charge and spin) ... 22.2 kcal per mole